No. 1
The following is a quantum chemistry calculation of a structure of composition C20H17NO4Ti, from the Open Molecules 2025 dataset.

Structure (ORCA input):
```
! RIJCOSX wB97M-V def2-TZVPD def2/J DEFGRID3
* xyz 2 1
Ti -0.64 -0.64 0.52
C -0.62 0.36 3.84
C -0.54 1.12 2.54
C -1.64 1.17 1.65
C -1.56 1.89 0.45
C -0.42 2.64 0.17
C 0.63 2.68 1.09
C 0.58 1.91 2.23
H -1.41 -0.39 3.82
H -0.86 1.06 4.64
H 0.33 -0.11 4.09
H -2.58 0.73 1.97
H -2.41 1.92 -0.21
H -0.37 3.21 -0.75
H 1.49 3.29 0.89
H 1.41 1.92 2.93
O 3.26 -0.49 0.29
C 2.18 -0.94 0.16
O 1.01 -0.16 0.10
C 1.75 -2.36 0.11
C 2.62 -3.39 -0.11
C 2.10 -4.68 -0.13
C 0.75 -4.87 0.10
C -0.06 -3.77 0.34
N 0.43 -2.52 0.33
H 3.68 -3.19 -0.26
H 2.75 -5.53 -0.31
H 0.31 -5.85 0.10
H -1.11 -3.89 0.55
O -1.97 -1.72 1.34
C -2.60 -1.70 0.20
O -1.96 -0.99 -0.73
C -3.83 -2.35 -0.07
C -4.47 -3.09 0.94
C -5.65 -3.73 0.65
C -6.19 -3.63 -0.64
C -5.56 -2.89 -1.64
C -4.37 -2.25 -1.36
H -4.04 -3.16 1.93
H -6.17 -4.30 1.40
H -7.12 -4.13 -0.86
H -6.00 -2.83 -2.63
H -3.86 -1.68 -2.13
*
```

Values from the calculation:
E_LUMO ... -0.3120 Ha
HOMO-LUMO gap ... 7.379 eV
F_max ... 0.9 eV Å⁻¹

---

No. 2
The following is a quantum chemistry calculation of a cluster of 2 separate species, C5H8O2S in total at a distorted geometry, from the Open Molecules 2025 dataset.

Structure (ORCA input):
```
! RIJCOSX wB97M-V def2-TZVPD def2/J DEFGRID3
* xyz 0 1
C 0.41 -0.01 -0.54
C -0.92 0.07 -0.17
C 1.42 0.65 0.22
C -1.53 0.22 1.13
C 2.90 0.51 -0.06
O -2.84 -1.35 -2.64
O -3.21 -1.95 -0.25
S -3.18 -0.91 -1.34
H 0.78 -0.38 -1.44
H 1.28 1.07 1.17
H -1.91 -0.84 1.26
H -2.22 1.03 1.11
H -0.89 0.29 1.94
H 3.08 0.12 -0.96
H 3.40 -0.06 0.70
H 3.41 1.54 -0.13
*
```

Values from the calculation:
E_LUMO (alpha / beta) ... -0.0366 / -0.0491 Ha
HOMO-LUMO gap (alpha / beta) ... 7.220 / 6.531 eV
F_max ... 4.7 eV Å⁻¹

---

No. 3
The following is a quantum chemistry calculation of the molecule C3H3NO at a distorted geometry, from the Open Molecules 2025 dataset.

Structure (ORCA input):
```
! RIJCOSX wB97M-V def2-TZVPD def2/J DEFGRID3
* xyz 0 1
C 0.06 0.72 0.00
C 1.11 -0.16 -0.05
C -1.10 -0.01 -0.05
H 0.03 1.82 0.06
H 2.16 0.04 0.15
H -2.18 0.29 -0.09
N 0.62 -1.37 -0.06
O -0.70 -1.34 0.04
*
```

Values from the calculation:
E_LUMO ... 0.0382 Ha
HOMO-LUMO gap ... 10.967 eV
F_max ... 3.6 eV Å⁻¹

---

No. 4
The following is a quantum chemistry calculation of a cluster of 4 separate species, C5H14N2O3 in total, from the Open Molecules 2025 dataset.

Structure (ORCA input):
```
! RIJCOSX wB97M-V def2-TZVPD def2/J DEFGRID3
* xyz 0 1
C -1.09 -1.44 0.51
C -0.85 -0.09 -0.20
C 0.59 0.22 -0.29
C 1.45 1.03 0.44
N 2.72 0.97 -0.06
C 2.67 0.13 -1.06
N 1.40 -0.32 -1.26
H -0.65 -1.43 1.51
H -0.59 -2.25 -0.01
H -2.16 -1.60 0.61
H -1.33 -0.11 -1.18
H -1.37 0.72 0.31
H 1.24 1.65 1.29
H 3.47 -0.11 -1.74
H 1.09 -1.01 -1.94
H -1.08 2.47 1.81
H -0.49 3.11 0.51
O -1.32 3.03 1.03
H -1.49 0.64 3.12
H -0.02 0.59 2.52
O -0.67 1.13 3.02
H -0.31 -2.42 -3.76
H -1.02 -2.53 -2.39
O -0.16 -2.37 -2.80
*
```

Values from the calculation:
E_LUMO ... 0.0072 Ha
HOMO-LUMO gap ... 8.762 eV
F_max ... 1.0 eV Å⁻¹

---

No. 5
The following is a quantum chemistry calculation of a cluster of 14 separate species, H28O14 in total at a distorted geometry, from the Open Molecules 2025 dataset.

Structure (ORCA input):
```
! RIJCOSX wB97M-V def2-TZVPD def2/J DEFGRID3
* xyz 0 1
O 3.26 0.59 1.22
H 2.74 0.86 0.50
H 3.32 1.32 1.84
O 1.82 2.15 -0.61
H 1.88 2.52 0.25
H 1.08 1.54 -0.58
O -3.28 0.65 -0.51
H -2.97 -0.03 0.09
H -2.51 1.12 -0.86
O 0.85 1.23 3.09
H 1.40 0.63 3.60
H 1.45 1.99 2.82
O 2.28 -1.24 -2.75
H 2.06 -1.50 -3.62
H 2.11 -1.97 -2.16
O 0.01 -1.44 3.47
H -0.01 -0.83 4.19
H -0.63 -1.05 2.89
O 2.01 -1.93 1.74
H 2.40 -1.18 1.40
H 1.11 -1.66 2.05
O -2.02 -1.94 -0.83
H -1.38 -2.21 -0.16
H -2.45 -2.70 -1.16
O -0.49 -2.77 -3.63
H -0.82 -2.57 -2.78
H -1.14 -3.30 -4.06
O -1.30 2.78 1.24
H -1.80 1.99 1.43
H -1.02 2.80 0.32
O -1.20 2.21 -1.45
H -1.83 2.67 -1.99
H -0.70 1.58 -2.01
O 0.45 0.50 -3.02
H 0.75 0.86 -3.85
H 1.10 -0.25 -2.85
O -2.02 -0.14 1.91
H -2.04 0.35 2.67
H -2.71 -0.79 2.10
O 0.40 -0.10 -0.06
H -0.05 -0.11 0.79
H -0.10 -0.64 -0.66
*
```

Values from the calculation:
E_LUMO ... -0.0098 Ha
HOMO-LUMO gap ... 9.878 eV
F_max ... 3.9 eV Å⁻¹

---

No. 6
The following is a quantum chemistry calculation of the molecule C5H9NO at a distorted geometry, from the Open Molecules 2025 dataset.

Structure (ORCA input):
```
! RIJCOSX wB97M-V def2-TZVPD def2/J DEFGRID3
* xyz 0 1
C 0.60 0.46 -0.53
C 2.18 -0.03 -0.41
C -1.81 0.06 0.34
C -0.21 -0.37 0.37
N -2.23 1.06 -0.47
C 0.08 -1.37 1.18
O -2.59 -0.54 1.05
H -1.61 1.57 -1.08
H -3.21 1.29 -0.47
H 0.30 0.33 -1.57
H 0.57 1.51 -0.24
H -0.72 -1.83 1.74
H 1.08 -1.76 1.31
H 2.27 -1.07 -0.73
H 2.75 0.60 -1.09
H 2.54 0.10 0.60
*
```

Values from the calculation:
E_LUMO ... 0.0299 Ha
HOMO-LUMO gap ... 10.310 eV
F_max ... 4.0 eV Å⁻¹

---

No. 7
The following is a quantum chemistry calculation of a cluster of 2 separate species, C3H4N2S in total at a distorted geometry, from the Open Molecules 2025 dataset.

Structure (ORCA input):
```
! RIJCOSX wB97M-V def2-TZVPD def2/J DEFGRID3
* xyz 0 1
C -2.25 -0.19 -0.08
C -1.24 -1.00 -0.30
C 1.52 0.82 0.21
N -3.28 0.35 0.18
N -0.13 -1.50 -0.10
S 0.12 1.91 -0.23
H 2.20 0.92 -0.54
H 0.99 -0.06 0.33
H 1.90 1.15 1.14
H 0.16 -2.40 -0.62
*
```

Values from the calculation:
E_LUMO (alpha / beta) ... -0.1034 / -0.1032 Ha
HOMO-LUMO gap (alpha / beta) ... 5.129 / 5.140 eV
F_max ... 5.0 eV Å⁻¹

---

Repeat the third record exactly.
The following is a quantum chemistry calculation of the molecule C3H3NO at a distorted geometry, from the Open Molecules 2025 dataset.

Structure (ORCA input):
```
! RIJCOSX wB97M-V def2-TZVPD def2/J DEFGRID3
* xyz 0 1
C 0.06 0.72 0.00
C 1.11 -0.16 -0.05
C -1.10 -0.01 -0.05
H 0.03 1.82 0.06
H 2.16 0.04 0.15
H -2.18 0.29 -0.09
N 0.62 -1.37 -0.06
O -0.70 -1.34 0.04
*
```

Values from the calculation:
E_LUMO ... 0.0382 Ha
HOMO-LUMO gap ... 10.967 eV
F_max ... 3.6 eV Å⁻¹

---

Question: Number 7 is which compound?
Answer: C3H4N2S

---

Question: F_max of number 1 (C20H17NO4Ti)?
Answer: 0.9 eV Å⁻¹

---

Question: Which value of F_max does entry 4 give?
Answer: 1.0 eV Å⁻¹